Record 1
This record from OMol25 describes a cluster of 2 separate species, C2H4ClNOS2 in total at a distorted geometry. The level of theory is ωB97M-V/def2-TZVPD.

E: -1465.1096 hartree
HOMO energy: -8.93 eV
frontier orbital gap: 9.4 eV
maximum force: 5.05 eV Å⁻¹

Last column: Mulliken charge in e.
Geometry (Å):
C (-0.61000, -0.87442, 0.34031)  0.607
C (1.24283, -0.02032, 0.07162)  -0.087
N (-1.41422, 0.06410, 0.79606)  -0.284
O (-0.56072, -2.06455, 0.17535)  -0.481
S (2.35647, -1.32527, -0.52786)  -0.148
S (0.71436, 1.12174, -1.26077)  -0.194
Cl (1.92770, 0.73930, 1.53017)  -0.133
H (-1.21446, 1.05806, 0.61138)  0.227
H (-2.15757, -0.27969, 1.25862)  0.229
H (1.86375, -2.36180, 0.22410)  0.137
H (1.70831, 1.83268, -1.49120)  0.128

---

Record 2
This record from OMol25 describes a structure of composition C11H26N2O2P2STb at a distorted geometry. The level of theory is ωB97M-V/def2-TZVPD.

E: -2599.4952 hartree
⟨S²⟩: 16.46
spin multiplicity: 8
HOMO energy (alpha / beta): -15.16 / -15.05 eV
frontier orbital gap (alpha / beta): 9.1 / 6.6 eV
maximum force: 1.94 eV Å⁻¹
net charge: +2

Last column: Mulliken charge in e.
Geometry (Å):
Tb (-0.63366, 0.05533, 0.78328)  0.163
P (-2.89986, -1.69467, 1.27485)  -0.038
P (-0.55175, 2.95523, 1.04555)  -0.095
N (0.12333, -1.72549, -0.50024)  0.219
N (1.30271, 0.68554, -0.40189)  0.580
H (1.55894, -2.28408, -2.02066)  0.398
H (3.01263, -0.23033, -1.30602)  0.472
H (2.18457, -2.14224, -0.35682)  0.371
C (1.47085, -1.70606, -1.07906)  -0.780
H (1.64191, -0.02324, -2.40038)  0.480
C (1.90569, -0.26036, -1.34524)  -0.953
H (-0.43066, -3.58044, -1.16588)  0.488
H (2.27330, 2.24143, -1.35857)  0.443
C (-0.72936, -2.67222, -0.62437)  -0.013
C (1.52116, 1.97995, -0.59933)  -0.159
H (-2.21314, -3.79694, 0.34363)  0.555
C (-2.14511, -2.78048, -0.08890)  -0.926
H (-2.83493, -2.69330, -0.94395)  0.335
H (-1.33174, 3.77329, 0.15022)  0.178
H (-0.08029, 3.94868, 1.93717)  0.161
H (-4.15875, -1.54878, 0.61848)  0.160
H (-3.28025, -2.78508, 2.09043)  0.166
O (-1.78937, 0.62375, -0.92722)  -0.588
C (-1.56119, 0.48795, -2.30087)  1.345
C (-2.69077, -0.27523, -2.97510)  -1.445
C (-1.33593, 1.84967, -2.93500)  -1.294
H (-0.64427, -0.11915, -2.46473)  -0.249
H (-2.72118, -1.31939, -2.63952)  0.217
H (-3.65862, 0.18815, -2.73626)  0.344
H (-2.54208, -0.24788, -4.06476)  0.399
H (-0.48420, 2.36348, -2.47601)  0.225
H (-1.15855, 1.73753, -4.01510)  0.379
H (-2.22926, 2.46978, -2.77897)  0.344
C (0.89802, 3.07247, 0.02125)  -0.538
H (1.34810, 4.03633, -0.25167)  0.426
C (1.96472, -0.75818, 4.80887)  -1.073
S (1.37189, 0.35957, 3.52833)  0.605
C (2.92756, 0.76294, 2.71785)  -0.838
O (0.66205, -0.62103, 2.55370)  -0.586
H (2.28480, -0.17809, 5.69354)  0.414
H (2.80134, -1.32925, 4.38779)  0.350
H (1.14023, -1.41767, 5.07592)  0.378
H (3.73354, 0.57499, 3.43478)  0.464
H (3.10039, 0.19214, 1.79542)  0.191
H (2.87718, 1.83138, 2.49548)  0.324

---

Record 3
This record from OMol25 describes a structure of composition C11H20O9Rb3 at a distorted geometry. The level of theory is ωB97M-V/def2-TZVPD.

E: -1180.0796 hartree
⟨S²⟩: 0.76
spin multiplicity: 2
HOMO energy (alpha / beta): -12.92 / -12.92 eV
frontier orbital gap (alpha / beta): 5.0 / 1.6 eV
maximum force: 3.95 eV Å⁻¹
net charge: +2

Last column: Mulliken charge in e.
Geometry (Å):
Rb (-0.78844, -2.46760, 2.10590)  0.957
Rb (1.60546, 4.65349, 1.16547)  0.990
Rb (-2.74437, 3.05622, 2.88616)  1.004
O (-4.83819, 0.00087, 2.43417)  -0.491
C (-3.64007, -0.51664, 2.33159)  0.742
O (-3.69392, -1.71728, 2.03378)  -0.814
O (-2.57453, 0.10345, 2.35394)  -0.818
H (-5.07035, -0.89760, 2.18829)  0.329
O (-0.01948, 0.25750, 1.59261)  -0.179
C (0.43950, 1.47668, 1.29831)  0.378
O (1.54488, 1.64409, 0.78306)  -0.665
O (-0.30297, 2.42897, 1.56208)  -0.852
H (-0.90596, 0.47094, 1.89294)  0.413
C (4.28573, -1.10287, 0.16074)  -0.876
C (4.57084, -1.02853, 1.64179)  0.750
O (4.78995, -2.04440, 2.29397)  -0.568
C (4.44396, 0.29727, 2.30389)  -0.792
H (4.93159, -0.43115, -0.40473)  0.372
H (3.33629, -0.60507, -0.03638)  0.062
H (4.28453, -2.12411, -0.22029)  0.313
H (5.21199, 0.34557, 3.07583)  0.352
H (3.53794, 0.49028, 2.87832)  0.158
H (4.59811, 1.02366, 1.50595)  0.238
C (-3.46984, 1.05590, -1.30531)  -0.628
C (-2.83858, 2.12577, -2.16670)  0.799
O (-3.28305, 2.31007, -3.29191)  -0.112
C (-1.45685, 2.64643, -1.79685)  -0.804
H (-4.54788, 1.19712, -1.38262)  0.454
H (-3.24091, 1.26112, -0.25956)  0.088
H (-3.21124, 0.06382, -1.67545)  0.322
H (-1.44896, 3.32793, -0.94620)  0.315
H (-1.04769, 3.22333, -2.62623)  0.419
H (-0.75389, 1.84983, -1.55317)  0.143
C (0.09006, -1.05481, -1.63484)  -0.357
C (0.31478, -2.53817, -1.55023)  0.672
O (0.56778, -3.08012, -0.46425)  -0.565
C (0.31546, -3.26125, -2.82699)  -1.261
H (0.89120, -0.65651, -2.25744)  0.423
H (0.17473, -0.61514, -0.64105)  -0.140
H (-0.88939, -0.79089, -2.03377)  0.196
H (1.03167, -2.85199, -3.53948)  0.351
H (-0.71233, -3.20178, -3.18506)  0.336
H (0.51265, -4.32454, -2.69049)  0.344

---

Record 4
This record from OMol25 describes a structure of composition C4H4NS at a distorted geometry. The level of theory is ωB97M-V/def2-TZVPD.

E: -607.3725 hartree
HOMO energy: -16.44 eV
frontier orbital gap: 9.2 eV
maximum force: 4.63 eV Å⁻¹
net charge: +1

Last column: Mulliken charge in e.
Geometry (Å):
C (1.12554, 0.00241, 1.65970)  0.012
C (-0.96215, 0.28088, 0.10144)  -0.646
C (0.50211, -0.24723, 0.38221)  0.179
C (1.03673, 0.38488, -0.85686)  -0.081
N (1.38783, 0.06247, 2.78624)  -0.240
S (-0.27793, 1.39542, -1.24292)  0.224
H (-1.65299, -0.38805, -0.57662)  0.335
H (-1.51050, 0.77508, 0.78653)  0.460
H (0.63940, -1.32280, 0.15530)  0.346
H (1.93433, 0.41813, -1.41496)  0.410

---

Record 5
This record from OMol25 describes the molecule C4H8N2 at a distorted geometry. The level of theory is ωB97M-V/def2-TZVPD.

E: -266.7015 hartree
HOMO energy: -9.69 eV
frontier orbital gap: 10.6 eV
maximum force: 1.06 eV Å⁻¹
SMILES string: CCNCC#N

Last column: Mulliken charge in e.
Geometry (Å):
C (2.07412, 0.19786, 0.16544)  -1.214
C (0.58123, 0.28287, 0.44982)  -0.343
N (-0.14303, -0.57953, -0.48549)  -0.335
C (-1.48360, -0.15885, -0.81632)  -0.599
C (-2.39945, -0.04044, 0.34664)  0.414
N (-3.06944, 0.03443, 1.28655)  -0.404
H (2.26883, 0.50074, -0.86718)  0.307
H (2.43311, -0.83036, 0.28192)  0.296
H (2.65346, 0.83875, 0.83678)  0.370
H (0.36684, 0.03559, 1.50229)  0.309
H (0.23015, 1.31200, 0.30115)  0.343
H (-0.14959, -1.53840, -0.15280)  0.259
H (-1.91958, -0.86869, -1.52767)  0.306
H (-1.44306, 0.81402, -1.32114)  0.291

---

Record 6
This record from OMol25 describes a structure of composition C7H6Cl2F3N2O8Sn. The level of theory is ωB97M-V/def2-TZVPD.

E: -2415.9958 hartree
HOMO energy: -6.56 eV
frontier orbital gap: 9.3 eV
maximum force: 0.60 eV Å⁻¹
net charge: -1

Last column: Mulliken charge in e.
Geometry (Å):
Sn (0.06445, 0.98273, -1.02906)  1.238
O (2.12407, 4.70368, 0.51751)  -0.655
Cl (1.69572, 3.54683, -0.20475)  1.655
O (2.81743, 2.79626, -0.72871)  -0.597
O (0.80513, 3.89990, -1.29709)  -0.615
O (0.93521, 2.64606, 0.69399)  -0.643
N (-0.21409, -1.32624, 1.15428)  0.338
C (-1.00163, -2.01257, 1.98722)  -0.359
C (-2.10225, -1.22106, 2.25155)  -0.612
C (-1.88509, -0.05073, 1.51553)  -0.590
N (-0.72721, -0.12696, 0.86862)  -0.031
H (0.68721, -1.54998, 0.74429)  0.134
H (-0.73820, -2.99991, 2.32656)  0.461
H (-2.94559, -1.46018, 2.87505)  0.398
H (-2.50929, 0.81988, 1.40151)  0.522
F (-2.42556, -2.20637, -1.16281)  -0.259
C (-2.63235, -1.30432, -2.15004)  0.838
F (-1.44297, -1.14636, -2.77246)  -0.260
F (-3.46716, -1.85720, -3.03120)  -0.267
C (-3.17701, 0.01944, -1.53843)  0.330
O (-4.38155, 0.07630, -1.37114)  -0.641
O (-2.26677, 0.84726, -1.21958)  -0.577
Cl (2.85970, -0.01246, 2.00304)  -0.220
C (3.65726, -0.15883, 0.40305)  -0.113
C (2.82966, -0.85720, -0.67570)  0.400
O (3.44268, -1.54542, -1.47009)  -0.640
O (1.55018, -0.63651, -0.70039)  -0.728
H (4.57354, -0.71696, 0.54586)  0.355
H (3.87446, 0.85090, 0.06338)  0.136

---

Record 7
This record from OMol25 describes the molecule C8H6Cl2O2 at a distorted geometry. The level of theory is ωB97M-V/def2-TZVPD.

E: -1379.1299 hartree
⟨S²⟩: 2.03
spin multiplicity: 3
HOMO energy (alpha / beta): -4.99 / -9.51 eV
frontier orbital gap (alpha / beta): 5.5 / 6.7 eV
maximum force: 5.32 eV Å⁻¹

Last column: Mulliken charge in e.
Geometry (Å):
C (0.56817, -2.48878, -0.01918)  -0.344
C (-0.00513, -2.24346, -1.28658)  -0.433
C (0.69696, -1.46706, 0.87705)  -0.587
C (-0.58810, -1.04108, -1.59476)  -0.693
C (0.13860, -0.24097, 0.59149)  0.140
C (-0.49963, -0.08409, -0.64823)  0.333
C (-0.63484, 2.01422, 0.28179)  -0.144
C (0.26970, 1.15469, 1.20081)  0.890
O (-0.76761, 1.20703, -0.96057)  -0.381
O (-0.38269, 3.30259, 0.25287)  -0.441
Cl (-0.20382, 1.09125, 2.85440)  -0.159
Cl (1.96473, 1.83724, 1.00121)  -0.195
H (1.13510, -3.39392, 0.24035)  0.356
H (-0.04683, -3.16577, -1.98200)  0.255
H (1.45758, -1.53425, 1.63966)  0.337
H (-0.86066, -0.70624, -2.55260)  0.475
H (-1.69523, 1.96273, 0.70654)  0.239
H (-0.54630, 3.79587, -0.60226)  0.352

---

Record 8
This record from OMol25 describes a structure of composition C22H32Cl2MgN3O3S at a distorted geometry. The level of theory is ωB97M-V/def2-TZVPD.

E: -2766.2388 hartree
HOMO energy: -0.75 eV
frontier orbital gap: 3.2 eV
maximum force: 3.86 eV Å⁻¹
net charge: -1

Last column: Mulliken charge in e.
Geometry (Å):
O (1.77826, -1.94493, -1.66642)  -0.193
C (2.80456, -1.75969, -2.30968)  -0.030
C (3.53795, -2.79482, -3.10747)  0.311
C (2.97807, -4.06154, -3.35321)  -0.209
H (1.91310, -4.22597, -3.18320)  0.328
C (3.78674, -5.11238, -3.82610)  -0.503
H (3.35445, -6.10323, -3.97422)  0.346
C (5.13519, -4.89561, -4.10304)  -0.367
H (5.77850, -5.72669, -4.39305)  0.358
C (5.64083, -3.59274, -4.01295)  -0.479
H (6.66376, -3.39953, -4.30717)  0.352
C (4.85868, -2.55424, -3.53309)  -0.381
H (5.23848, -1.53325, -3.46370)  0.390
H (3.25409, -0.73446, -2.32711)  0.193
C (2.52095, -0.66530, 1.73995)  -1.106
C (1.40305, 0.25971, 1.79282)  0.114
H (3.25329, -0.49311, 2.55012)  0.420
H (3.04177, -0.57476, 0.75716)  0.059
H (2.12784, -1.69119, 1.80653)  0.225
C (0.79593, 1.15870, 2.53068)  0.402
C (1.02759, 1.48796, 4.00219)  -1.243
H (-0.00545, 1.78077, 2.09385)  -0.175
H (1.80980, 0.85422, 4.43657)  0.342
H (0.08572, 1.34618, 4.53310)  0.119
H (1.32762, 2.53788, 4.10649)  0.277
Mg (0.06034, 0.00199, -0.43070)  0.917
Cl (-0.37115, -1.93979, 0.70430)  -0.631
Cl (1.87065, 1.20945, -1.44368)  -0.743
H (-1.18153, -3.25126, -3.42761)  0.367
H (-3.39322, -3.93327, -2.75454)  0.279
C (-1.10056, -2.48669, -2.64616)  -1.090
C (-3.27792, -3.32994, -1.84605)  -0.913
N (-2.43070, -2.18116, -2.13103)  0.293
H (-0.66079, -1.57202, -3.04294)  0.250
C (-2.65225, -0.96059, -1.62438)  -0.155
O (-1.75613, -0.11844, -1.47028)  -0.495
H (-4.26236, -3.00312, -1.50093)  0.329
H (-3.69802, -0.74291, -1.36906)  0.355
H (-0.46769, -2.85215, -1.82838)  0.397
H (-2.82599, -3.98333, -1.08214)  0.298
H (-1.92311, 5.38428, 0.09300)  0.309
H (-1.49540, 5.45862, -2.54115)  0.323
C (-1.01997, 4.76190, 0.12758)  -0.861
C (-0.62876, 4.81987, -2.32380)  -0.885
N (-0.86419, 4.03176, -1.11879)  0.251
H (-1.09189, 4.02269, 0.92233)  0.149
C (-0.83087, 2.69380, -1.11034)  0.282
O (-0.86901, 1.97699, -0.07832)  -0.502
H (-0.44253, 4.16836, -3.18215)  0.273
H (-0.70889, 2.22663, -2.09705)  0.086
H (-0.16949, 5.43753, 0.29227)  0.309
H (0.22870, 5.49310, -2.18879)  0.294
S (-3.13355, 0.25030, 2.09742)  -0.261
C (-3.28993, 1.00680, 3.57032)  0.195
N (-3.64764, 2.34774, 3.59677)  -0.096
C (-3.46027, 3.13314, 4.70390)  -0.301
C (-2.99219, 2.57337, 5.87909)  -0.540
C (-2.83640, 1.17951, 5.94782)  -0.177
C (-3.00411, 0.40818, 4.81018)  -0.574
H (-3.89937, 2.77191, 2.70452)  0.254
H (-3.68535, 4.18454, 4.57772)  0.374
H (-2.76389, 3.21035, 6.72314)  0.371
H (-2.57742, 0.70446, 6.89181)  0.356
H (-2.85791, -0.66458, 4.80705)  0.362

---

What did the first record say?
This record from OMol25 describes a cluster of 2 separate species, C2H4ClNOS2 in total at a distorted geometry. The level of theory is ωB97M-V/def2-TZVPD.

E: -1465.1096 hartree
HOMO energy: -8.93 eV
frontier orbital gap: 9.4 eV
maximum force: 5.05 eV Å⁻¹

Last column: Mulliken charge in e.
Geometry (Å):
C (-0.61000, -0.87442, 0.34031)  0.607
C (1.24283, -0.02032, 0.07162)  -0.087
N (-1.41422, 0.06410, 0.79606)  -0.284
O (-0.56072, -2.06455, 0.17535)  -0.481
S (2.35647, -1.32527, -0.52786)  -0.148
S (0.71436, 1.12174, -1.26077)  -0.194
Cl (1.92770, 0.73930, 1.53017)  -0.133
H (-1.21446, 1.05806, 0.61138)  0.227
H (-2.15757, -0.27969, 1.25862)  0.229
H (1.86375, -2.36180, 0.22410)  0.137
H (1.70831, 1.83268, -1.49120)  0.128